(1)
{
  "formula": "C18H45MnO12P2",
  "method": "wB97M-V/def2-TZVPD",
  "symbols": ["Mn", "O", "H", "C", "O", "C", "C", "O", "C", "C", "O", "C", "H", "H", "H", "H", "H", "H", "H", "H", "H", "H", "H", "H", "H", "H", "C", "C", "O", "P", "O", "O", "C", "C", "O", "C", "C", "H", "H", "H", "H", "H", "H", "H", "H", "H", "H", "H", "H", "H", "H", "H", "C", "C", "O", "P", "O", "O", "C", "C", "O", "C", "C", "H", "H", "H", "H", "H", "H", "H", "H", "H", "H", "H", "H", "H", "H", "H"],
  "coordinates": [[0.64, 2.09, 0.08], [0.00, 1.08, -1.46], [-0.61, 0.79, -2.17], [1.61, -7.36, 1.35], [0.80, -6.79, 0.33], [0.91, -5.39, 0.32], [-0.24, -4.64, -0.51], [-0.01, -3.35, -0.51], [-0.48, -2.59, -1.61], [-2.02, -2.40, -1.58], [-2.57, -3.60, -2.13], [-3.90, -3.63, -2.62], [2.22, -8.20, 1.01], [0.93, -7.65, 2.15], [2.38, -6.65, 1.66], [1.88, -5.06, -0.04], [0.82, -4.85, 1.27], [-1.20, -5.03, -0.18], [-0.06, -5.15, -1.46], [-0.11, -2.88, -2.59], [-0.06, -1.60, -1.49], [-2.49, -1.64, -2.19], [-2.44, -2.48, -0.57], [-4.15, -4.60, -3.04], [-4.00, -2.92, -3.43], [-4.54, -3.20, -1.84], [-2.24, -2.66, 3.25], [-1.11, -2.04, 2.48], [-0.66, -0.82, 3.08], [0.86, -0.35, 2.63], [0.92, 0.36, 1.26], [1.52, 0.37, 3.95], [1.34, 1.78, 4.03], [1.45, 2.15, 5.49], [1.74, -1.70, 2.72], [2.97, -1.73, 2.12], [3.86, -2.96, 2.52], [-3.02, -1.92, 3.43], [-2.58, -3.58, 2.78], [-1.93, -3.00, 4.24], [-0.37, -2.82, 2.63], [-1.22, -2.07, 1.40], [2.09, 2.26, 3.41], [0.39, 2.01, 3.55], [0.83, 1.37, 5.92], [2.52, 2.00, 5.65], [1.04, 3.09, 5.86], [2.85, -1.75, 1.04], [3.57, -0.87, 2.39], [4.43, -3.00, 3.44], [3.37, -3.90, 2.26], [4.65, -3.01, 1.76], [-1.10, 7.22, -1.10], [0.23, 6.60, -0.77], [0.87, 6.20, -1.87], [0.54, 4.63, -2.32], [0.74, 3.70, -1.16], [-0.95, 4.58, -2.84], [-1.98, 3.88, -2.13], [-3.35, 4.61, -2.30], [1.51, 4.46, -3.54], [2.14, 3.24, -3.83], [1.13, 2.34, -4.49], [-1.84, 7.25, -0.30], [-0.85, 8.27, -1.24], [-1.59, 6.83, -2.00], [0.90, 7.27, -0.24], [0.04, 5.79, -0.06], [-2.01, 2.79, -2.16], [-1.87, 4.04, -1.05], [-4.13, 4.03, -1.81], [-3.50, 5.66, -2.05], [-3.46, 4.60, -3.38], [2.90, 3.36, -4.61], [2.63, 2.88, -2.93], [0.10, 2.65, -4.33], [1.17, 2.24, -5.58], [1.18, 1.38, -3.97]],
  "lowdin_charge": [1.0812, -0.4388, -0.0329, -0.0740, -0.1586, -0.1976, -0.2628, -0.1031, -0.1117, -0.0380, 0.0565, 0.0612, 0.0951, 0.0980, 0.0762, 0.1287, 0.1090, 0.1302, 0.1337, 0.1533, 0.1204, 0.1545, 0.1686, 0.1346, 0.1405, 0.1451, -0.0580, -0.2979, -0.1419, 0.6484, -0.3284, -0.1622, -0.3109, -0.0343, -0.1667, -0.2990, -0.0329, 0.0849, 0.0865, 0.0921, 0.1043, 0.0951, 0.1150, 0.1023, 0.0908, 0.0958, 0.0953, 0.1177, 0.1197, 0.0844, 0.0585, 0.0774, -0.0512, -0.3700, -0.1183, 0.5456, -0.3276, -0.1470, -0.2454, -0.0493, -0.1245, -0.2422, -0.0635, 0.0879, 0.0875, 0.0650, 0.1382, 0.0977, 0.1032, 0.0958, 0.0829, 0.0733, 0.0802, 0.1327, 0.1191, 0.0673, 0.0901, 0.0673],
  "total_charge": 2,
  "gap_ev": [8.68, 3.17],
  "s_squared": 12.008,
  "multiplicity": 7,
  "homo_energy_ev": [-14.06, -14.05],
  "e_above_lowest_kcal_mol": 43.7
}


(2)
{
  "formula": "C18H45N3O6Ti",
  "method": "wB97M-V/def2-TZVPD",
  "symbols": ["Ti", "C", "O", "C", "C", "N", "C", "C", "O", "C", "H", "H", "H", "H", "H", "H", "H", "H", "H", "H", "H", "H", "H", "H", "H", "C", "O", "C", "C", "N", "C", "C", "O", "C", "H", "H", "H", "H", "H", "H", "H", "H", "H", "H", "H", "H", "H", "H", "H", "C", "O", "C", "C", "N", "C", "C", "O", "C", "H", "H", "H", "H", "H", "H", "H", "H", "H", "H", "H", "H", "H", "H", "H"],
  "coordinates": [[0.74, -0.71, 2.18], [0.36, 2.57, 0.61], [-0.51, 1.74, 1.38], [-1.73, 2.21, 1.87], [-2.58, 1.16, 2.66], [-2.21, -0.27, 2.37], [-2.78, -1.08, 3.52], [-1.92, -1.13, 4.81], [-0.52, -1.35, 4.50], [0.17, -1.84, 5.64], [0.64, 3.47, 1.15], [0.00, 2.89, -0.36], [1.27, 1.98, 0.49], [-2.44, 2.68, 1.18], [-1.35, 2.88, 2.63], [-3.63, 1.27, 2.37], [-2.44, 1.33, 3.73], [-2.56, -0.69, 1.52], [-2.90, -2.13, 3.25], [-3.75, -0.73, 3.88], [-2.36, -1.77, 5.57], [-2.07, -0.14, 5.25], [1.15, -1.34, 5.71], [0.58, -2.82, 5.43], [-0.31, -1.54, 6.57], [1.21, -3.90, 1.18], [2.01, -2.87, 1.65], [3.39, -3.07, 1.68], [3.93, -1.73, 1.09], [3.53, -0.49, 1.80], [3.97, -0.47, 3.20], [3.62, 0.91, 3.75], [2.25, 0.80, 4.15], [1.64, 2.03, 4.41], [1.27, -4.20, 0.13], [0.20, -3.48, 1.08], [1.23, -4.71, 1.91], [3.72, -3.95, 1.11], [3.55, -3.15, 2.75], [3.39, -1.61, 0.15], [4.98, -1.72, 0.80], [4.24, 0.08, 1.36], [5.02, -0.64, 3.41], [3.33, -1.13, 3.79], [3.63, 1.80, 3.12], [4.32, 1.14, 4.56], [0.61, 1.68, 4.46], [1.79, 2.80, 3.65], [1.83, 2.47, 5.39], [-2.00, 2.11, -8.52], [-2.20, 1.20, -7.40], [-3.22, 1.71, -6.49], [-3.45, 0.66, -5.36], [-2.42, -0.34, -5.15], [-1.53, 0.19, -4.07], [-0.42, -0.68, -3.76], [0.82, -0.18, -4.15], [1.07, 0.10, -5.54], [-1.09, 1.83, -9.06], [-1.97, 3.17, -8.31], [-2.84, 1.97, -9.20], [-4.10, 2.04, -7.05], [-2.90, 2.56, -5.89], [-4.23, 0.03, -5.78], [-4.01, 1.05, -4.51], [-1.92, -0.30, -6.02], [-2.18, 0.47, -3.24], [-1.19, 1.11, -4.55], [-0.59, -1.74, -3.95], [-0.37, -0.66, -2.67], [0.27, -0.19, -6.22], [1.84, -0.55, -5.95], [1.15, 1.18, -5.63]],
  "lowdin_charge": [0.7824, -0.0803, -0.2722, -0.1959, -0.1425, -0.0551, -0.1815, -0.2041, -0.2515, -0.0856, 0.0874, 0.0951, 0.0787, 0.1261, 0.1178, 0.1188, 0.1065, 0.1054, 0.1178, 0.1178, 0.1299, 0.1084, 0.0729, 0.0974, 0.1034, -0.1100, -0.3197, -0.1646, -0.1655, -0.0670, -0.1912, -0.1957, -0.2432, -0.0983, 0.1022, 0.0684, 0.1053, 0.1372, 0.1200, 0.1191, 0.1237, 0.1130, 0.1320, 0.1134, 0.1220, 0.1282, 0.0849, 0.0921, 0.0980, -0.0772, -0.2183, -0.1904, -0.2318, -0.0486, -0.2143, -0.2523, -0.1854, -0.0830, 0.0848, 0.0842, 0.0828, 0.1185, 0.1056, 0.1019, 0.1180, 0.0731, 0.1169, 0.1209, 0.1305, 0.1104, 0.0724, 0.0876, 0.0923],
  "total_charge": 1,
  "gap_ev": [6.32, 7.84],
  "s_squared": 3.751,
  "multiplicity": 4,
  "homo_energy_ev": [-8.02, -10.17],
  "e_above_lowest_kcal_mol": 121.7
}


(3)
{
  "formula": "C18H46N2O6",
  "method": "wB97M-V/def2-TZVPD",
  "symbols": ["C", "C", "C", "C", "C", "C", "C", "C", "C", "N", "O", "H", "H", "H", "H", "H", "H", "H", "H", "H", "H", "H", "H", "H", "H", "H", "H", "H", "H", "H", "C", "C", "C", "C", "C", "C", "C", "C", "C", "N", "O", "H", "H", "H", "H", "H", "H", "H", "H", "H", "H", "H", "H", "H", "H", "H", "H", "H", "H", "H", "O", "H", "H", "O", "H", "H", "O", "H", "H", "O", "H", "H"],
  "coordinates": [[1.39, 1.11, 2.66], [0.00, 1.60, 2.13], [-0.77, 0.33, 1.69], [-0.75, 2.09, 3.43], [-0.18, 3.40, 3.90], [-0.27, 4.47, 2.77], [0.36, 3.99, 1.42], [-0.30, 4.95, 0.40], [1.84, 4.19, 1.56], [-0.06, 2.61, 1.06], [0.29, 2.25, -0.17], [1.30, 0.13, 3.14], [2.15, 1.09, 1.87], [1.81, 1.73, 3.45], [-0.89, -0.45, 2.44], [-1.72, 0.67, 1.27], [-0.26, -0.10, 0.82], [-1.80, 2.13, 3.15], [-0.67, 1.38, 4.25], [-0.81, 3.81, 4.70], [0.82, 3.36, 4.32], [0.24, 5.29, 3.28], [-1.31, 4.77, 2.75], [0.39, 5.00, -0.43], [-0.48, 6.01, 0.61], [-1.26, 4.60, 0.02], [2.36, 3.77, 0.70], [2.26, 3.69, 2.43], [2.19, 5.22, 1.58], [-0.56, 2.22, -0.62], [-1.06, -4.09, -4.28], [-0.98, -3.42, -2.89], [0.15, -4.15, -1.96], [-0.60, -1.94, -3.02], [-0.93, -1.21, -1.64], [-2.43, -1.42, -1.26], [-2.75, -2.91, -0.96], [-2.16, -3.31, 0.40], [-4.37, -3.12, -0.82], [-2.34, -3.61, -2.26], [-2.78, -4.94, -2.24], [-0.21, -3.77, -4.86], [-1.07, -5.18, -4.36], [-1.84, -3.69, -4.92], [0.38, -3.74, -0.98], [-0.01, -5.23, -1.93], [1.08, -4.08, -2.52], [0.48, -1.89, -3.14], [-1.11, -1.54, -3.90], [-0.18, -1.45, -0.89], [-0.79, -0.13, -1.69], [-3.15, -1.09, -2.01], [-2.53, -0.82, -0.35], [-1.07, -3.33, 0.32], [-2.58, -4.29, 0.60], [-2.28, -2.60, 1.22], [-4.80, -2.41, -0.11], [-4.54, -4.14, -0.49], [-4.78, -3.07, -1.83], [-3.57, -4.75, -2.75], [5.41, 1.37, -0.30], [5.41, 2.25, 0.07], [4.53, 1.27, -0.68], [2.71, 1.92, -1.43], [2.03, 2.15, -0.80], [2.72, 2.65, -2.05], [5.77, -1.73, 0.05], [6.13, -0.91, 0.37], [4.82, -1.63, 0.10], [2.96, -0.65, 0.01], [2.94, 0.01, -0.68], [2.05, -0.70, 0.31]],
  "lowdin_charge": [-0.0241, -0.4457, -0.0405, -0.1391, -0.1997, -0.1278, -0.4697, -0.0355, -0.0281, -0.1340, -0.0116, 0.0875, 0.0702, 0.0625, 0.0948, 0.0829, 0.0480, 0.1187, 0.1214, 0.1096, 0.1005, 0.1181, 0.1155, 0.0718, 0.0856, 0.0841, 0.0724, 0.0798, 0.0970, 0.1266, -0.0465, -0.4491, -0.0103, -0.1105, -0.1540, -0.1304, -0.4435, -0.0338, -0.0203, -0.1250, -0.0249, 0.0774, 0.0798, 0.0805, 0.0532, 0.0743, 0.0696, 0.1119, 0.1144, 0.0790, 0.0863, 0.1176, 0.0871, 0.0533, 0.0828, 0.0780, 0.0785, 0.0634, 0.0693, 0.0954, -0.0445, 0.0321, -0.0201, -0.0446, -0.0036, 0.0644, -0.0658, 0.0078, -0.0169, -0.0302, 0.0050, 0.0214],
  "gap_ev": 8.49,
  "smiles": "CC1(C)CCCC(C)(C)N1O.CC1(C)CCCC(C)(C)N1O.O.O.O.O",
  "multiplicity": 1,
  "homo_energy_ev": -8.34,
  "e_above_lowest_kcal_mol": 48.3
}